P:
ORCA calculation (ωB97M-V/def2-TZVPD) on one molecule with the formula C3H7ClS.

The geometry in ORCA input format:
```
! RIJCOSX wB97M-V def2-TZVPD def2/J DEFGRID3
* xyz 0 1
C -0.90 0.26 0.90
C 0.19 0.78 0.01
Cl 1.40 1.71 0.89
C 1.04 -0.63 -0.67
S 0.04 -1.41 -2.03
H -1.32 1.17 1.17
H -1.64 -0.32 0.52
H -0.43 -0.12 1.77
H -0.29 1.46 -0.64
H 1.04 -1.19 0.26
H 1.94 -0.11 -1.03
H -1.07 -1.59 -1.14
*
```

As for the HOMO energy: -9.13 eV. For the LUMO energy, the calculation gives 0.0302 Eh. As for the SMILES: C[C@@H](Cl)CS.

***

Q:
ORCA calculation (ωB97M-V/def2-TZVPD) on a 2-piece molecular cluster, C3H7ClS overall.

The geometry in ORCA input format:
```
! RIJCOSX wB97M-V def2-TZVPD def2/J DEFGRID3
* xyz 0 1
C 1.83 0.89 1.33
C -2.28 -0.14 -1.14
C 1.12 0.34 0.11
S 1.73 -1.35 -0.13
Cl -2.35 -0.94 0.47
H 2.12 1.85 0.89
H 2.70 0.22 1.61
H 1.06 1.02 2.09
H -2.65 -1.06 -1.78
H -1.19 0.19 -1.27
H -3.11 0.71 -1.09
H 0.99 -1.74 -1.09
*
```

As for the HOMO energy: -8.92 eV. For the LUMO energy, the calculation gives -0.0023 Eh.

***

It is P that is most stable; the runner-up trails by 236.6 kJ/mol.

***

P:
ORCA calculation (ωB97M-V/def2-TZVPD) on one molecule with the formula C3H3IN2O.

The geometry in ORCA input format:
```
! RIJCOSX wB97M-V def2-TZVPD def2/J DEFGRID3
* xyz 0 1
C 1.80 -0.18 0.02
C 1.14 0.98 0.01
C -2.05 -0.28 -0.19
N -0.20 1.19 0.07
N -1.05 0.28 0.13
O -3.00 -1.01 0.33
I 3.89 -0.29 -0.06
H 1.31 -1.14 0.09
H 1.68 1.91 -0.05
H -3.52 -1.45 -0.36
*
```

As for the HOMO energy (alpha / beta): -7.90 / -7.90 eV. For the LUMO energy (alpha / beta), the calculation gives -0.0183 / -0.0183 Eh.

***

Q:
ORCA calculation (ωB97M-V/def2-TZVPD) on one molecule with the formula C3H3IN2O.

The geometry in ORCA input format:
```
! RIJCOSX wB97M-V def2-TZVPD def2/J DEFGRID3
* xyz 0 1
N 2.12 -1.73 -0.74
C 1.01 -1.42 -0.71
C -0.35 -0.59 -0.61
N -0.04 0.36 0.39
C -2.04 -0.96 -0.33
O -2.73 -0.48 0.48
I -2.74 -2.58 -1.74
H -0.43 0.02 -1.59
H 0.94 0.63 0.36
H -0.03 -0.05 1.38
*
```

As for the HOMO energy: -10.31 eV. For the LUMO energy, the calculation gives -0.0235 Eh. As for the SMILES: N#C[C@H](N)C(=O)I.

***

It is Q that is most stable; the runner-up trails by 193.1 kJ/mol.